An isolated ion of composition CH5O3Si and charge +1 at a distorted geometry, computed with wB97M-V/def2-TZVPD.

```
10
Properties=species:S:1:pos:R:3
C 0.16387 0.85887 0.09894
O 2.34019 -2.54483 2.57516
O 1.21887 -2.40518 2.15499
O 1.12915 -1.58943 1.12215
Si -0.15275 -1.09031 -0.06004
H 0.18883 1.25007 -0.86888
H -0.69218 1.35766 0.74877
H 1.18325 0.76676 0.52004
H -1.27062 -1.91992 0.32193
H 1.07364 -1.38162 -0.76860
```

## Properties
E_HOMO (alpha / beta) (eV): -15.891 / -16.012
Electronic energy (Ha): -555.70830
Spin multiplicity: 1
Orbital gap (alpha / beta) (eV): 7.02 / 8.25
Energy above the lowest of the compared OMol25 structures with the same formula, charge and spin (kJ/mol): 537.8
Charge: +1



A 3-piece molecular cluster, CH5O4 overall at a distorted geometry, computed with wB97M-V/def2-TZVPD.

```
10
Properties=species:S:1:pos:R:3
O -0.02296 0.96147 0.66631
C 0.42838 -0.29707 0.71912
O 0.20961 -1.06571 -0.22286
H 1.08851 -0.43252 1.55697
H 1.92372 -1.19140 -2.12051
H 0.84244 -0.27128 -2.10626
O 1.64029 -0.44417 -2.64042
H -2.22976 -0.05152 1.45555
H -1.29199 0.99381 1.17784
O -2.18983 0.89032 1.66218
```

## Properties
E_HOMO (eV): -4.970
Electronic energy (Ha): -342.11860
Spin multiplicity: 1
Orbital gap (eV): 9.22
Energy above the lowest of the compared OMol25 structures with the same formula, charge and spin (kJ/mol): 94.7
Charge: -1



A 2-piece molecular cluster, CH5OP overall at a distorted geometry, computed with wB97M-V/def2-TZVPD.

```
8
Properties=species:S:1:pos:R:3
C -1.66377 0.01643 -0.62654
O 2.97428 -0.61711 2.06193
P 3.27319 0.19579 0.89149
H -1.12301 -0.94816 -0.36689
H -2.46818 0.27060 -0.03349
H -0.90816 0.76372 -0.45351
H -1.95752 0.08790 -1.73917
H 1.87317 0.23083 0.26617
```

## Properties
E_HOMO (eV): -9.796
Electronic energy (Ha): -457.63769
Spin multiplicity: 1
Orbital gap (eV): 8.77
Energy above the lowest of the compared OMol25 structures with the same formula, charge and spin (kJ/mol): 114.2
Structure (SMILES): O=P.C



The molecule CH5OPS at a distorted geometry, computed with wB97M-V/def2-TZVPD.

```
9
Properties=species:S:1:pos:R:3
C -0.84786 0.19883 -0.23999
O 1.87183 0.13515 -0.39447
P 0.69484 0.29356 0.71797
S 0.92182 1.76765 1.97243
H -1.05747 -0.62492 -0.89147
H -1.56161 0.46496 0.41921
H -0.74164 1.14027 -0.71640
H 2.39660 0.85402 -0.00062
H 0.84212 -1.12482 1.52187
```

## Properties
E_HOMO (eV): -9.179
Electronic energy (Ha): -855.88743
Spin multiplicity: 1
Orbital gap (eV): 10.09
Energy above the lowest of the compared OMol25 structures with the same formula, charge and spin (kJ/mol): 34.2
Structure (SMILES): C[P@@H](O)=S



A 2-piece molecular cluster, CH5OPS overall at a distorted geometry, computed with wB97M-V/def2-TZVPD.

```
9
Properties=species:S:1:pos:R:3
C -1.06473 0.69887 -0.03906
O -1.05340 -0.75266 0.10413
P -0.18412 -1.77339 -0.70807
S 2.27057 0.83072 -0.21158
H -1.73680 1.02497 0.90409
H -1.48960 0.94892 -0.94689
H -0.02475 1.07150 -0.06222
H -0.02158 -2.69219 0.31909
H 3.30442 0.64327 0.64051
```

## Properties
E_HOMO (alpha / beta) (eV): -9.434 / -7.799
Electronic energy (Ha): -855.75099
Spin multiplicity: 1
Orbital gap (alpha / beta) (eV): 8.60 / 5.45
Energy above the lowest of the compared OMol25 structures with the same formula, charge and spin (kJ/mol): 392.4



The molecule CH5OPS at a distorted geometry, computed with wB97M-V/def2-TZVPD.

```
9
Properties=species:S:1:pos:R:3
C -0.75125 1.03182 -0.09000
O -0.50462 -1.70514 -0.20415
P 0.27875 -0.21859 0.73474
S 1.97689 -0.14292 -0.46825
H -0.33104 1.42638 -1.05692
H -0.96203 1.78877 0.68506
H -1.61712 0.57816 -0.41382
H -0.86048 -2.40311 0.37815
H 2.77089 -0.35535 0.43520
```

## Properties
E_HOMO (alpha / beta) (eV): -5.355 / -9.706
Expectation value of S²: 2.0083
Electronic energy (Ha): -855.71028
Spin multiplicity: 3
Orbital gap (alpha / beta) (eV): 6.18 / 6.65
Energy above the lowest of the compared OMol25 structures with the same formula, charge and spin (kJ/mol): 217.4



The molecule CH5P at a distorted geometry, computed with wB97M-V/def2-TZVPD.

```
7
Properties=species:S:1:pos:R:3
C 0.36805 0.81960 -0.32399
P -0.43659 -1.26561 -0.16397
H -0.32277 1.16140 0.43350
H 0.18034 1.00243 -1.37920
H 1.39282 0.54883 -0.04077
H -1.45705 -0.73668 0.52524
H 0.27520 -1.52997 0.94920
```

## Properties
E_HOMO (eV): -9.249
Electronic energy (Ha): -382.37786
Spin multiplicity: 1
Orbital gap (eV): 10.14
Energy above the lowest of the compared OMol25 structures with the same formula, charge and spin (kJ/mol): 93.4
Structure (SMILES): CP



The molecule CH5PS2 at a distorted geometry, computed with wB97M-V/def2-TZVPD.

```
9
Properties=species:S:1:pos:R:3
C -2.10914 -0.06768 -0.14542
P 1.66694 -0.63767 1.05871
S -0.45860 -0.41401 -0.26381
S 2.83786 -0.11234 -0.55347
H -2.48604 0.69291 0.55826
H -2.80807 -0.80755 -0.13233
H 1.32276 0.68052 1.26050
H -0.01865 0.84506 -0.24818
H 2.05295 -0.17924 -1.53425
```

## Properties
E_HOMO (alpha / beta) (eV): -7.673 / -7.991
Electronic energy (Ha): -1178.68956
Spin multiplicity: 1
Orbital gap (alpha / beta) (eV): 7.14 / 7.22
Energy above the lowest of the compared OMol25 structures with the same formula, charge and spin (kJ/mol): 413.0
Structure (SMILES): C=[SH]#[PH]S